1.
This record from the OMol25 dataset describes a structure of composition C38H48BaIN7O4. The level of theory is ωB97M-V with the def2-TZVPD basis set.

```
99
Properties=species:S:1:pos:R:3:forces:R:3:mulliken_charge:R:1
Ba -0.1299 0.4551 0.2330 0.4 -1.9 -3.1 1.511
O -1.5903 -0.0966 1.8226 -1.5 -0.5 2.4 -0.166
C -1.7395 -0.3225 3.0951 0.0 0.0 -0.5 0.264
C -2.9224 -0.9137 3.5975 -0.2 0.1 0.0 -0.678
C -3.1462 -1.0498 4.9496 0.1 0.0 0.1 -0.517
C -2.1902 -0.6356 5.8890 -0.1 0.0 -0.1 -0.882
C -1.0005 -0.1271 5.4169 0.1 0.0 0.0 -0.583
C -0.7356 0.0064 4.0462 0.4 0.1 -0.1 0.661
C 0.6376 0.3645 3.6811 -0.2 -0.2 0.1 -0.876
N 1.1809 0.3068 2.5268 0.6 -0.1 0.6 0.507
C 2.6219 0.5720 2.4571 -0.3 0.0 -0.1 -1.292
C 2.9439 1.6511 1.4340 -0.1 -0.1 -0.2 -0.052
N 2.8838 1.1135 0.0588 0.1 0.3 0.2 -0.237
C 2.6000 1.8991 -0.9050 0.1 0.2 0.3 -1.603
C 2.1341 3.3180 -0.8138 0.2 -0.2 0.0 1.691
C 2.8604 4.3122 -1.4620 0.0 -0.1 -0.1 -0.494
C 2.4739 5.6448 -1.4161 -0.1 -0.1 0.1 -0.758
C 1.3188 5.9717 -0.7083 0.0 -0.1 0.0 -0.632
C 0.5591 4.9896 -0.0877 0.0 0.1 -0.1 -0.212
C 0.9280 3.6291 -0.1318 -0.3 -0.3 0.3 -0.408
O 0.1755 2.6888 0.4038 0.8 2.6 -0.2 -0.997
H -3.6649 -1.2325 2.8704 0.1 0.0 0.1 0.331
H -4.0781 -1.4884 5.2929 0.0 0.0 0.0 0.392
H -2.3750 -0.7304 6.9513 0.0 0.0 -0.1 0.383
H -0.2215 0.1631 6.1167 0.0 0.0 0.0 0.356
H 1.2748 0.6267 4.5378 -0.1 0.0 0.1 0.084
H 3.1272 -0.3423 2.1346 0.0 -0.1 0.1 0.022
H 3.0291 0.8478 3.4357 0.0 0.1 0.1 0.566
H 3.9752 1.9741 1.5921 0.1 0.0 0.0 0.423
H 2.2959 2.5120 1.5999 0.0 0.0 0.0 0.193
H 2.7186 1.4802 -1.9083 -0.1 0.1 0.1 0.470
H 3.7530 4.0281 -2.0155 -0.1 0.0 0.1 0.439
H 3.0607 6.4090 -1.9112 0.0 0.0 0.0 0.424
H 1.0000 7.0067 -0.6472 0.0 0.0 0.0 0.394
H -0.3500 5.2418 0.4486 0.1 0.0 0.0 0.421
C -2.1796 -1.2714 -2.4167 -0.1 0.0 0.0 -0.907
O -1.0250 -1.7528 -1.7501 -0.1 0.0 -0.2 0.630
C -1.1578 -3.1158 -1.3735 0.0 0.0 -0.2 -0.536
C -1.7865 -3.2066 -0.0091 0.1 0.0 0.1 -0.533
O -0.8755 -2.7432 0.9606 0.2 0.0 0.4 0.234
C 0.0477 -3.7136 1.4161 -0.2 0.0 0.0 -0.858
H -2.3240 -1.7908 -3.3703 0.0 0.0 0.0 0.331
H -2.0479 -0.2096 -2.6054 0.0 0.1 0.0 -0.005
H -3.0806 -1.3972 -1.8088 0.0 0.0 0.0 0.414
H -0.1527 -3.5318 -1.3506 0.1 0.0 0.0 0.071
H -1.7414 -3.6726 -2.1142 0.0 0.1 -0.1 0.341
H -2.1203 -4.2268 0.2093 0.0 -0.1 0.1 0.426
H -2.6526 -2.5414 0.0437 0.0 -0.1 0.1 0.110
H -0.4705 -4.5948 1.8130 0.0 0.0 0.0 0.353
H 0.6254 -3.2570 2.2205 0.0 0.0 -0.1 0.156
H 0.7309 -4.0372 0.6264 0.1 0.0 -0.1 0.284
I 1.9727 -3.3761 -4.1394 -0.1 -0.1 0.1 0.028
C 2.9564 -3.1374 -2.2987 -0.1 0.1 0.2 -0.006
C 4.2457 -3.6411 -2.1750 0.0 0.0 0.0 -0.620
C 4.8776 -3.4788 -0.9553 0.1 -0.1 -0.1 -0.350
C 4.2138 -2.8330 0.0730 0.0 0.1 0.1 -1.070
C 2.9354 -2.3666 -0.1619 -0.2 0.1 -0.3 0.136
N 2.2992 -2.5130 -1.3370 0.3 -0.1 0.2 0.249
H 4.7293 -4.1371 -3.0041 0.0 0.0 0.0 0.423
H 5.8840 -3.8526 -0.8139 0.0 0.0 0.0 0.386
H 4.6822 -2.6779 1.0358 0.0 0.0 0.0 0.440
H 2.3997 -1.8336 0.6169 -0.1 -0.1 -0.1 0.509
N -3.4956 1.2200 -0.2771 0.2 0.1 -0.6 -0.111
C -3.8894 1.5973 -1.5693 -0.1 0.0 0.3 0.159
C -3.2345 2.6180 -2.2569 0.1 0.0 0.0 -0.018
C -3.5885 2.9156 -3.5659 0.0 0.0 0.0 -0.284
C -4.5984 2.2118 -4.2146 0.0 0.0 0.1 -0.781
C -5.2594 1.2019 -3.5233 0.0 0.0 0.0 -0.624
C -4.9129 0.9015 -2.2147 -0.1 -0.1 0.0 -0.266
H -4.1412 0.6193 0.2041 0.0 0.0 0.2 0.182
H -3.1318 1.9485 0.3159 0.0 0.1 0.0 0.199
H -2.4218 3.1513 -1.7722 -0.1 0.0 -0.1 0.159
H -3.0555 3.7042 -4.0876 0.0 -0.1 0.0 0.278
H -4.8673 2.4487 -5.2370 0.0 0.0 0.1 0.412
H -6.0567 0.6444 -4.0034 0.1 0.0 0.0 0.384
H -5.4402 0.1146 -1.6809 0.0 0.1 0.0 0.383
C 0.6851 4.9548 -5.2201 0.1 0.0 0.0 -0.656
C -0.1160 5.0478 -3.9418 0.0 -0.2 0.0 -0.642
N -0.1014 3.7734 -3.2403 0.0 -0.1 0.0 0.679
C 0.2764 2.5572 -3.7554 0.1 0.2 -0.1 -0.234
N 0.3658 1.5449 -2.9553 -0.1 -0.3 -0.1 0.366
C 0.7690 0.2490 -3.5120 0.2 0.2 0.1 -0.181
C 1.5300 0.3505 -4.8224 0.1 0.1 0.0 -0.564
C 0.7348 1.2428 -5.7494 0.0 0.2 0.1 -0.826
N 0.5552 2.5354 -5.1099 -0.1 0.0 0.0 0.228
C 0.2880 3.6895 -5.9516 0.0 -0.1 0.1 -0.717
H 1.7529 4.9083 -4.9874 0.0 0.0 0.0 0.262
H 0.5037 5.8332 -5.8413 0.0 0.0 0.0 0.401
H -1.1430 5.3454 -4.1839 -0.1 0.0 0.0 0.301
H 0.2932 5.8096 -3.2812 0.0 0.0 0.0 0.195
H -0.0733 3.8036 -2.2323 0.0 0.0 0.0 -0.271
H -0.1038 -0.3868 -3.6692 -0.1 0.0 0.0 0.040
H 1.3795 -0.2820 -2.7684 -0.1 0.1 0.0 -0.098
H 1.6785 -0.6368 -5.2631 0.0 0.1 0.0 0.247
H 2.5132 0.8022 -4.6571 0.0 0.0 0.0 0.289
H -0.2304 0.7764 -5.9824 -0.1 0.0 0.0 0.206
H 1.2558 1.4062 -6.6915 0.1 0.0 -0.1 0.468
H -0.7687 3.7417 -6.2480 -0.1 0.0 0.0 0.213
H 0.8711 3.5715 -6.8633 0.1 0.0 -0.1 0.440
```
Positions in Å, forces in eV/Å.

The calculation puts the total energy at -67601.9375 eV. As for the highest occupied orbital energy: -0.2631 Ha. As for the LUMO energy: 0.011 hartree. Its energy above the lowest of the compared OMol25 structures with the same formula, charge and spin is 32.89 kcal per mole. The gap between HOMO and LUMO is 7.4528 eV.

2.
This record from the OMol25 dataset describes a structure of composition C25H23GdN5O5. The level of theory is ωB97M-V with the def2-TZVPD basis set.

```
59
Properties=species:S:1:pos:R:3:forces:R:3:lowdin_spin:R:1
Gd -0.3411 0.3379 0.8995 -0.2 1.0 -0.4 6.836
C 2.7323 -0.8818 0.6297 -0.1 0.1 0.0 0.002
N 1.7522 -0.5080 -0.4044 0.0 0.0 0.0 0.018
C 2.2781 0.5725 -1.2697 0.0 -0.1 0.1 0.002
C 1.2676 1.6225 -1.6655 0.1 0.0 0.1 0.001
C 1.2186 2.1517 -2.9399 0.0 0.0 -0.2 0.001
C 0.3217 3.1783 -3.2084 0.0 0.0 -0.1 0.000
C -0.4838 3.6599 -2.1904 0.1 0.0 0.0 0.000
C -0.3696 3.0710 -0.9443 0.0 0.0 0.0 0.000
N 0.4733 2.0668 -0.6893 -0.2 0.5 -0.3 -0.005
C 1.3469 -1.6752 -1.2062 -0.1 0.2 0.0 0.002
C 0.1432 -1.3420 -2.0579 0.1 0.1 0.0 0.001
C 0.0141 -1.8326 -3.3451 0.0 0.0 -0.1 0.001
C -1.0949 -1.4693 -4.0929 0.0 0.0 -0.1 0.000
C -2.0265 -0.6067 -3.5386 0.0 0.0 -0.1 0.001
C -1.8286 -0.1625 -2.2447 0.0 -0.1 0.0 0.001
N -0.7744 -0.5356 -1.5115 0.0 -0.1 0.1 0.005
C 2.8238 0.1522 1.7323 0.0 -0.1 -0.1 0.002
C 3.8372 0.0743 2.6740 0.1 0.0 0.0 0.001
C 3.8702 1.0016 3.6987 0.0 0.0 0.1 0.000
C 2.9125 2.0079 3.7366 0.1 0.0 0.0 0.001
C 1.9546 2.0248 2.7473 0.0 0.0 0.0 0.000
N 1.8907 1.1026 1.7771 0.3 0.0 0.4 0.003
H 3.7253 -1.0326 0.1927 0.1 0.0 0.0 0.001
H 2.4188 -1.8266 1.0717 0.0 -0.1 0.0 0.000
H 2.7354 0.1424 -2.1646 0.0 0.0 0.0 0.001
H 3.0676 1.0856 -0.7202 0.0 0.0 0.0 0.000
H 1.8693 1.7628 -3.7135 0.0 0.0 0.0 0.000
H 0.2576 3.5984 -4.2045 0.0 0.0 0.0 0.000
H -1.1880 4.4642 -2.3520 0.0 0.0 0.0 0.000
H -0.9851 3.4038 -0.1169 -0.1 0.0 0.0 0.000
H 1.1134 -2.4963 -0.5300 0.0 -0.1 0.1 0.000
H 2.1651 -2.0066 -1.8534 0.1 0.0 0.0 0.001
H 0.7787 -2.4821 -3.7541 0.0 0.0 0.0 0.000
H -1.2189 -1.8410 -5.1023 0.0 0.0 0.0 0.000
H -2.8956 -0.2784 -4.0917 0.0 0.0 0.0 0.000
H -2.5225 0.5195 -1.7708 0.0 0.0 0.0 0.000
H 4.5778 -0.7129 2.6055 0.0 0.0 0.0 0.000
H 4.6408 0.9487 4.4573 0.0 0.0 0.0 0.000
H 2.9158 2.7665 4.5069 0.0 0.0 0.0 0.000
H 1.1975 2.7988 2.7178 -0.1 0.0 0.0 0.000
O -4.8051 0.7247 0.3440 0.0 0.1 -0.1 0.001
C -3.6567 0.4103 0.5511 0.2 0.1 0.1 0.002
O -2.5922 1.1653 0.4765 -0.2 0.0 0.0 0.007
C -3.3389 -1.0164 0.9720 0.1 0.0 -0.1 0.004
C -4.2585 -2.0362 1.1084 -0.2 -0.2 0.0 0.002
C -3.7953 -3.2880 1.5007 0.0 0.0 0.0 0.000
C -2.4429 -3.4943 1.7648 -0.1 -0.1 0.0 0.002
C -1.6036 -2.4080 1.6459 0.0 0.2 -0.1 0.004
N -2.0613 -1.2272 1.2434 -0.3 -0.5 0.3 0.023
C -0.1097 -2.3531 1.9031 -0.1 0.0 0.4 0.001
O 0.6003 -3.2899 1.6014 0.2 -0.1 0.2 0.016
O 0.2796 -1.1881 2.3656 0.2 -1.1 -0.3 0.067
H -5.3027 -1.8378 0.9091 0.0 0.0 0.0 0.000
H -4.4930 -4.1090 1.6094 0.0 0.0 0.0 0.000
H -2.0533 -4.4574 2.0662 0.0 0.0 0.0 0.000
O -1.2815 1.8589 2.6014 -0.1 0.1 0.1 -0.003
H -2.0952 1.8707 2.0484 -0.1 0.1 0.0 -0.001
H -1.5611 1.8511 3.5243 0.1 0.0 0.0 0.000
```
Positions in Å, forces in eV/Å.

The calculation puts the total energy at -64820.8632 eV. As for the highest occupied orbital energy (spin up / spin down): -0.4496 / -0.4493 Ha. As for the spin multiplicity: 8. As for the LUMO energy (spin up / spin down): -0.098 / -0.233 hartree. Its energy above the lowest of the compared OMol25 structures with the same formula, charge and spin is 7.86 kcal per mole. The gap between HOMO and LUMO (spin up / spin down) is 9.5732 / 5.8961 eV. Its charge is +1.

3.
This record from the OMol25 dataset describes the molecule C4H4N2OS. The level of theory is ωB97M-V with the def2-TZVPD basis set.

```
12
Properties=species:S:1:pos:R:3:forces:R:3:mulliken_charge:R:1
O 2.5960 0.8364 -0.0753 0.2 0.2 0.0 -0.502
C 1.3087 0.4637 -0.0205 -0.7 -0.1 0.1 0.640
C 0.9332 -0.8057 -0.4911 0.6 0.3 0.0 -0.268
N -0.3175 -1.2029 -0.4529 -0.1 -0.2 -0.1 -0.530
C -1.2212 -0.3691 0.0477 -0.1 0.4 0.2 0.555
S -2.9231 -0.8634 0.1160 0.3 -0.9 -0.4 -0.285
C -0.8541 0.8890 0.5172 0.1 0.2 0.0 -0.324
N 0.4211 1.3074 0.4806 -0.3 -0.4 -0.1 -0.568
H 2.6425 1.7358 0.2844 0.0 -0.1 0.0 0.363
H 1.6915 -1.4719 -0.8943 -0.2 0.0 0.0 0.388
H -2.6766 -2.1074 -0.4255 -0.2 0.9 0.4 0.173
H -1.6004 1.5881 0.9136 0.4 -0.3 -0.1 0.359
```
Positions in Å, forces in eV/Å.

The calculation puts the total energy at -20075.6139 eV. As for the highest occupied orbital energy: -0.3146 Ha. As for the SMILES: Oc1cnc(S)cn1. As for the LUMO energy: 0.013 hartree. Its energy above the lowest of the compared OMol25 structures with the same formula, charge and spin is 2.67 kcal per mole. The gap between HOMO and LUMO is 8.9270 eV.

4.
This record from the OMol25 dataset describes the molecule C5H8O. The level of theory is ωB97M-V with the def2-TZVPD basis set.

```
14
Properties=species:S:1:pos:R:3:forces:R:3:mulliken_charge:R:1
C 0.8154 -1.3997 1.6781 -0.1 -0.1 -0.3 -0.669
C 0.1145 -0.3758 1.2166 -0.3 -0.1 -0.3 -0.356
C -0.2605 -0.3705 -0.2414 0.3 -0.1 0.1 0.717
O -0.0143 -1.3433 -0.9214 -0.3 0.3 -0.2 -0.555
C -0.8607 0.9064 -0.7860 -0.5 0.4 -0.3 -0.477
C 0.1611 2.0696 -0.8088 -0.1 -0.3 0.5 -1.062
H 1.1292 -1.4477 2.6967 0.1 -0.1 0.5 0.284
H 1.0758 -2.2161 1.0067 0.0 0.2 0.1 0.263
H -0.2264 0.4347 1.8537 0.2 0.0 -0.1 0.333
H -1.7537 1.1771 -0.1693 0.6 -0.2 -0.4 0.299
H -1.1788 0.7674 -1.8429 0.0 -0.2 0.8 0.269
H -0.3419 2.9794 -1.1325 0.1 0.1 0.1 0.304
H 0.9115 1.8282 -1.5475 0.3 0.0 -0.2 0.318
H 0.6795 2.2435 0.1550 -0.4 -0.1 -0.4 0.331
```
Positions in Å, forces in eV/Å.

The calculation puts the total energy at -7361.3616 eV. As for the highest occupied orbital energy: -0.3559 Ha. As for the SMILES: C=CC(=O)CC. As for the LUMO energy: 0.018 hartree. Its energy above the lowest of the compared OMol25 structures with the same formula, charge and spin is 20.61 kcal per mole. The gap between HOMO and LUMO is 10.1684 eV.